ORCA calculation (the ωB97M-V functional and the def2-TZVPD basis) on the molecule C14H15NO2.

Element x y z (Å)
O1 0.675 2.380 0.241
C1 0.435 1.324 0.772
C2 0.493 1.264 2.250
C3 0.597 2.390 3.094
C4 0.690 2.282 4.506
C5 0.660 1.009 5.102
C6 0.552 -0.098 4.265
C7 0.474 -0.005 2.859
C8 0.326 -1.215 2.032
N1 0.119 -1.194 0.721
O2 -0.037 -2.304 0.161
C9 0.317 0.042 -0.121
C10 1.627 -0.186 -0.906
C11 1.942 0.705 -2.117
C12 0.743 0.638 -3.117
C13 -0.568 1.052 -2.381
C14 -0.875 0.196 -1.115
H1 0.664 3.332 2.621
H2 0.769 3.198 5.104
H3 0.681 0.899 6.198
H4 0.594 -1.089 4.724
H5 0.303 -2.190 2.497
H6 2.441 -0.169 -0.170
H7 1.514 -1.212 -1.299
H8 2.838 0.282 -2.601
H9 2.145 1.732 -1.817
H10 0.641 -0.365 -3.545
H11 0.979 1.326 -3.906
H12 -0.460 2.097 -2.009
H13 -1.428 0.961 -3.041
H14 -1.174 -0.795 -1.481
H15 -1.745 0.646 -0.585

Cartesian forces, eV/Å:
-0.4 0.4 -0.8
1.0 -0.2 0.1
-0.3 -0.8 1.5
0.3 -1.2 0.7
-0.2 -0.1 -1.1
-0.2 0.5 -0.6
0.3 -0.6 0.1
-0.2 -0.1 -0.2
-0.2 1.5 -0.2
1.0 -0.5 2.3
-0.4 -0.2 -1.4
-0.8 0.9 -0.2
0.3 -0.6 0.1
-0.9 -0.7 -0.2
0.0 0.3 1.6
1.0 0.4 0.9
-0.3 0.1 -0.3
-0.1 1.0 -0.3
0.0 -0.5 -0.3
0.1 0.0 -0.7
-0.2 0.2 -0.2
-0.1 0.0 -0.2
0.0 -0.1 -0.2
0.2 0.2 0.3
-0.2 0.3 0.2
0.0 0.0 -0.1
0.1 0.0 0.1
-0.2 0.3 -0.6
-0.1 -0.5 -0.6
-0.1 0.2 -0.1
0.2 0.0 0.5
0.5 -0.3 -0.3

Values from the calculation:
- spin multiplicity = 1
- E_HOMO (eV) = -8.1
- E (Ha) = -747.6543
- Kohn-Sham gap (eV) = 7.65
- SMILES string = O=C1c2ccccc2C=[N+]([O-])C12CCCCC2
- LUMO level (eV) = -0.46
- ΔE to the lowest compared entry with this formula, charge and spin (kcal/mol) = 23.9
- largest force on an atom (hartree/bohr) = 0.049